C32H36BO12PS | ωB97M-V with the def2-TZVPD basis set

Summary:
SMILES ... CCB(O)P(CC)CCCCS(=O)(=O)O.O=C1C=CC(=O)C=C1.O=C1C=CC(=O)C=C1.O=C1C=CC(=O)C=C1.O=C1C=CC(=O)C=C1
HOMO energy ... -7.93 eV
Strongest force on any atom ... 0.0103 Eh/bohr
Kohn-Sham gap ... 6.227 eV

ORCA input file:
```
! wB97M-V def2-TZVPD RIJCOSX def2/J DEFGRID3
* xyz 0 1
S 1.8152 -0.3817 3.6990
P 2.6480 -0.3754 -0.2884
O -8.0921 1.7484 -3.3460
O 0.9670 0.0731 4.9685
O 2.7127 -1.4122 4.1129
O 0.3817 -2.0452 0.1241
O -2.7191 3.6889 4.3888
O 5.2595 -0.5781 -2.9209
O -3.0027 1.0514 -2.0729
O -1.4366 -1.5931 -4.2108
O -2.7111 0.6279 8.7082
O 0.9078 -0.6704 2.6292
O -2.6249 -6.2698 -2.0298
O 3.6631 2.5940 -6.8527
C 2.8666 1.3286 0.4336
C -0.3137 0.3892 -0.1449
C 5.7017 0.3295 -5.0406
C -5.9622 1.0088 -4.0243
C -6.4092 1.9673 -1.7149
C -3.7758 2.3436 7.4967
C 3.4975 -3.0157 0.0677
C -6.9265 1.5896 -3.0554
C -1.5517 -2.8944 -2.2503
C -2.7142 1.3295 7.7205
C -1.6411 0.0019 0.5411
C -3.7782 3.1115 6.4107
C -4.6834 0.8329 -3.7035
C -2.2070 -3.7930 -4.5340
C 3.5874 0.8810 -3.7405
C -2.3498 -5.1975 -2.5247
C -5.1305 1.7923 -1.3940
C 2.6709 1.1336 3.3954
C 4.8777 0.1436 -3.8168
C -1.7064 -2.6637 -3.7078
C -1.6567 1.9735 5.5998
C 3.5628 -1.6275 0.7171
C 5.3059 1.1249 -6.0297
C 4.1006 1.5372 1.3019
C -4.1677 1.2127 -2.3641
C 3.1976 1.6783 -4.7330
C 4.0212 1.8648 -5.9527
C -2.5043 -4.9673 -3.9853
C -1.6560 1.2073 6.6865
C -1.8501 -4.0688 -1.7032
C -2.7188 2.9879 5.3772
C 4.0152 0.8917 2.6920
B 0.7940 -0.7241 -0.0387
H -4.7302 2.0582 -0.4237
H -2.3113 -3.6021 -5.5946
H 0.6212 -0.7350 5.3784
H 1.9664 1.6397 0.9612
H 3.6585 -2.9451 -1.0068
H 5.8911 1.2745 -6.9281
H 2.2633 2.2248 -4.7035
H -4.5412 3.8568 6.2257
H -6.3621 0.7417 -4.9941
H -7.1308 2.3877 -1.0262
H 2.5555 -3.5199 0.2682
H 3.1988 -1.6766 1.7451
H -2.8694 -5.8059 -4.5647
H -1.1864 -2.0655 -1.6641
H -1.4874 -0.6953 1.3639
H -0.8953 1.8972 4.8352
H -0.5199 0.5301 -1.2137
H -2.3065 -0.4735 -0.1749
H -4.5363 2.4156 8.2635
H 4.2583 2.6105 1.4402
H 4.2375 -0.1732 2.6634
H 4.7878 1.3257 3.3270
H 6.6355 -0.2176 -5.0722
H 2.8130 1.5839 4.3782
H 2.9853 0.7379 -2.8477
H -1.7407 -4.2546 -0.6425
H 2.9366 1.9962 -0.4284
H 4.2823 -3.6369 0.5027
H 0.6223 -2.3664 0.9977
H 1.9815 1.7694 2.8469
H -0.8928 0.4646 6.8752
H 4.6123 -1.3292 0.7490
H -3.9602 0.4107 -4.3905
H 0.0353 1.3489 0.2370
H 4.9937 1.1592 0.8010
H -2.1297 0.8965 0.9249
*
```